(1)
{"formula": "C18H30BrF5N2O2P", "method": "ωB97M-V with the def2-TZVPD basis set", "symbols": ["C", "C", "O", "C", "H", "C", "H", "H", "C", "H", "C", "C", "C", "H", "H", "H", "H", "C", "H", "O", "H", "H", "C", "F", "Br", "F", "F", "C", "H", "H", "H", "C", "C", "C", "H", "F", "H", "F", "H", "H", "H", "H", "C", "H", "H", "P", "H", "H", "H", "C", "N", "H", "H", "C", "C", "H", "H", "N", "H"], "positions_angstrom": [[-3.059, -0.531, 3.788], [3.437, -4.124, -2.085], [-4.288, 1.520, 0.624], [-4.178, 1.476, -0.806], [-5.888, 0.506, 1.434], [0.823, -0.131, -2.571], [-0.566, 0.939, 5.394], [1.935, -0.265, 0.610], [1.733, -0.389, -1.541], [-4.118, -0.347, 3.612], [1.302, -0.080, -0.248], [-2.167, 0.176, 2.777], [0.023, 0.449, -0.057], [-3.866, 2.464, -1.160], [5.388, -1.917, -2.994], [-2.963, 1.029, 5.280], [3.169, -1.341, -3.235], [4.161, 1.696, -1.233], [-6.570, 2.813, -0.436], [-0.913, 0.398, 3.440], [-5.750, 1.490, -2.328], [3.334, 1.088, -3.079], [-1.048, 0.136, 4.833], [1.469, -3.029, -1.567], [4.528, 3.529, -2.020], [3.729, -3.863, -3.355], [4.531, -4.578, -1.494], [-2.543, 0.035, 5.108], [-2.001, -0.406, 1.873], [-0.537, -0.805, 5.068], [3.787, -0.886, -0.441], [5.262, 1.421, -0.217], [2.820, -2.898, -1.361], [-5.659, 1.492, 1.008], [5.621, 2.348, 0.219], [2.575, -5.170, -2.111], [5.023, 0.661, -2.872], [3.011, -3.137, -0.027], [-7.466, 1.305, -0.214], [1.117, -0.361, -3.588], [-2.771, -0.587, 5.974], [-3.408, 0.761, -1.083], [-0.425, 0.401, -2.271], [4.862, 0.796, 0.577], [-5.830, 2.247, 1.778], [3.492, -1.090, -1.842], [3.212, 1.836, -0.729], [-5.695, 0.031, -1.332], [6.117, 0.925, -0.670], [-6.468, 1.740, -0.259], [-0.848, 0.702, -1.037], [-0.280, 0.679, 0.952], [5.826, -1.276, -1.546], [-5.566, 1.116, -1.322], [4.063, 0.710, -2.360], [-1.122, 0.594, -3.081], [-2.890, -1.611, 3.754], [5.124, -1.827, -2.020], [-2.588, 1.141, 2.489]], "nbo_charge": [-0.429, 0.912, -0.541, -0.073, 0.157, -0.284, 0.177, 0.219, -0.197, 0.212, -0.297, -0.078, 0.027, 0.164, 0.354, 0.197, -0.163, -0.135, 0.198, -0.540, 0.212, 0.215, -0.063, -0.361, -0.158, -0.328, -0.314, -0.430, 0.199, 0.161, -0.166, -0.647, 0.341, -0.064, 0.215, -0.344, 0.203, -0.361, 0.208, 0.212, 0.207, 0.223, 0.019, 0.226, 0.177, 1.100, 0.213, 0.199, 0.201, -0.430, -0.471, 0.189, 0.352, -0.431, -0.754, 0.169, 0.199, -1.183, 0.187], "homo_lumo_gap_ha": 0.2743, "homo_ev": -4.92, "e_above_lowest_ev": 0.000, "total_energy_ha": -4378.5468, "total_charge": -1}

***

(2)
{"formula": "C23H46O11", "method": "ωB97M-V with the def2-TZVPD basis set", "symbols": ["C", "H", "O", "C", "O", "H", "H", "H", "H", "C", "H", "O", "H", "H", "H", "O", "H", "C", "H", "H", "O", "H", "O", "O", "H", "H", "C", "H", "H", "H", "H", "C", "H", "H", "H", "O", "H", "C", "H", "H", "H", "H", "C", "H", "H", "C", "H", "C", "C", "C", "H", "C", "H", "H", "H", "H", "H", "C", "C", "H", "H", "H", "C", "H", "H", "C", "C", "O", "C", "C", "H", "H", "O", "C", "O", "C", "H", "H", "C", "H"], "positions_angstrom": [[-17.860, -43.474, 11.318], [-20.745, -37.910, 8.868], [-15.957, -42.193, 12.316], [-15.320, -41.489, 13.220], [-16.821, -38.289, 17.198], [-17.333, -40.809, 8.514], [-14.471, -37.823, 16.404], [-18.933, -38.831, 19.925], [-15.862, -46.144, 12.401], [-19.427, -39.387, 9.715], [-11.292, -39.126, 10.588], [-19.415, -40.257, 10.515], [-11.847, -39.139, 18.908], [-16.754, -40.953, 16.723], [-14.615, -39.148, 15.226], [-12.262, -38.125, 17.299], [-18.284, -42.748, 16.057], [-20.664, -38.476, 9.654], [-13.678, -43.145, 16.856], [-16.587, -39.512, 9.472], [-18.259, -39.968, 17.905], [-17.366, -44.395, 11.592], [-14.108, -45.287, 14.316], [-15.866, -41.273, 14.321], [-10.372, -37.813, 10.483], [-13.666, -41.865, 12.082], [-18.482, -42.209, 16.991], [-13.744, -40.291, 12.250], [-17.318, -43.118, 10.441], [-9.749, -36.469, 12.928], [-18.194, -40.415, 15.834], [-12.779, -39.020, 16.449], [-10.903, -37.064, 14.153], [-17.838, -42.801, 17.571], [-19.535, -42.160, 17.388], [-11.256, -39.445, 13.147], [-15.470, -39.557, 7.255], [-14.933, -46.518, 12.580], [-9.824, -37.425, 19.317], [-11.425, -37.006, 19.561], [-18.336, -37.212, 18.844], [-12.969, -43.029, 15.041], [-10.819, -37.203, 18.721], [-14.212, -46.092, 11.996], [-12.049, -37.915, 10.657], [-13.910, -41.171, 12.823], [-17.735, -42.886, 13.418], [-14.010, -44.965, 15.641], [-11.267, -38.528, 18.202], [-16.510, -39.130, 7.443], [-13.279, -40.894, 13.528], [-11.203, -38.266, 12.558], [-18.926, -43.512, 11.148], [-16.904, -39.302, 6.496], [-16.396, -38.080, 7.664], [-17.880, -41.476, 12.249], [-15.194, -46.904, 14.644], [-10.864, -36.884, 13.197], [-18.124, -38.035, 19.300], [-14.936, -43.009, 15.602], [-11.499, -36.113, 12.808], [-13.696, -37.957, 14.646], [-13.862, -43.406, 15.772], [-15.191, -47.366, 12.050], [-20.409, -37.719, 10.470], [-11.120, -38.258, 11.051], [-14.436, -46.557, 14.001], [-14.042, -45.795, 16.526], [-17.337, -42.443, 12.383], [-17.162, -39.751, 8.699], [-13.483, -47.202, 13.902], [-17.167, -38.057, 20.008], [-18.456, -39.064, 8.741], [-13.899, -38.426, 15.644], [-12.415, -40.140, 16.364], [-17.732, -38.808, 18.018], [-10.482, -39.128, 17.728], [-21.510, -38.911, 9.907], [-17.956, -40.754, 16.843], [-10.619, -36.329, 18.025]], "lowdin_charge": [-0.045, 0.016, -0.001, -0.479, -0.022, 0.123, 0.089, 0.170, 0.033, -0.465, 0.033, 0.121, 0.137, 0.164, 0.065, -0.042, 0.065, 0.050, 0.088, 0.071, 0.017, 0.048, -0.032, 0.032, 0.070, 0.085, -0.057, 0.078, 0.064, 0.156, 0.120, -0.564, -0.008, 0.044, 0.096, -0.001, 0.100, -0.054, 0.111, 0.047, -0.010, 0.141, -0.083, 0.058, 0.083, 0.045, 0.148, -0.488, -0.253, -0.064, 0.013, -0.329, 0.077, 0.045, 0.071, 0.113, 0.112, -0.002, 0.021, 0.088, 0.073, 0.092, 0.020, 0.061, 0.131, -0.037, -0.261, 0.090, -0.227, -0.174, 0.161, 0.129, -0.039, 0.020, 0.120, -0.470, 0.126, 0.034, -0.265, 0.105], "homo_lumo_gap_ha": 0.3668, "smiles": "CCOC(C)=O.CCOC(C)=O.CCOC(C)=O.CCOC(C)=O.CCOC(C)=O.CC(C)=O", "homo_ev": -9.67, "e_above_lowest_ev": 2.413, "total_energy_ha": -1731.3169}

***

(3)
{"formula": "C46H55As2CrN3O10P2", "method": "ωB97M-V with the def2-TZVPD basis set", "symbols": ["C", "C", "H", "H", "C", "Cr", "N", "H", "H", "H", "O", "H", "C", "C", "C", "H", "H", "H", "C", "C", "H", "H", "H", "O", "H", "H", "C", "H", "H", "O", "C", "H", "C", "C", "P", "H", "C", "H", "H", "O", "O", "C", "N", "O", "C", "C", "C", "C", "H", "H", "C", "H", "C", "C", "As", "C", "C", "P", "O", "H", "H", "C", "C", "H", "H", "C", "O", "H", "H", "H", "C", "H", "C", "H", "H", "H", "C", "H", "C", "H", "C", "H", "H", "C", "H", "H", "C", "As", "H", "H", "C", "C", "H", "H", "C", "H", "O", "H", "C", "C", "C", "N", "O", "H", "C", "C", "H", "H", "H", "C", "H", "C", "C", "C", "C", "H", "H", "H", "H"], "positions_angstrom": [[0.740, 0.725, 3.161], [-4.355, 2.035, 2.322], [4.878, -1.498, -0.982], [2.220, -2.334, 3.681], [-2.030, 0.784, -4.257], [-0.186, 0.150, -1.045], [1.129, -3.750, 0.435], [-1.000, 6.425, -2.495], [-4.901, 0.456, 5.074], [4.093, -0.491, 1.362], [-0.480, 3.430, 2.036], [-3.692, 2.945, 4.443], [4.031, -1.957, -1.512], [-0.206, -0.281, -2.902], [-2.690, 3.290, 4.689], [-6.574, 2.872, 1.581], [-0.278, -1.951, 6.669], [-0.639, -3.603, 6.160], [5.803, 1.553, -2.071], [4.131, -3.931, -0.097], [-1.842, -2.356, -3.031], [2.543, -3.652, 2.560], [-4.096, -3.726, -0.150], [-1.891, 1.357, -1.084], [0.702, -0.151, -7.228], [0.127, 0.976, 4.023], [-2.253, -1.499, -3.551], [-2.470, -3.916, -0.856], [2.984, -0.016, 2.666], [-5.580, 1.451, 2.699], [3.458, 1.801, -1.565], [-4.249, -1.115, 5.600], [6.139, 2.217, -0.898], [5.133, 2.672, -0.054], [1.683, 1.487, -1.913], [-4.062, -2.491, -4.124], [-1.876, -1.335, 3.122], [3.549, -4.512, 0.615], [0.351, -1.741, -5.445], [-1.331, -1.420, -0.569], [1.342, -1.275, -0.639], [1.490, 1.441, -5.983], [2.401, -1.755, 1.678], [-1.855, -2.136, 5.333], [0.629, -4.296, -0.836], [0.945, 5.525, -2.483], [2.782, -2.615, 2.786], [0.155, -3.910, 1.528], [2.760, 4.377, -2.434], [2.150, 2.806, -4.485], [1.785, 1.802, -4.686], [4.198, 0.835, -3.318], [-3.263, 0.704, -4.884], [-0.844, 1.928, -1.329], [-0.449, 0.661, 1.579], [0.964, 0.130, -6.212], [-1.947, 1.640, 2.409], [1.962, -2.333, 0.190], [-1.996, 3.817, 3.579], [-0.865, -3.722, 1.190], [-0.106, -3.633, -1.304], [-0.442, 5.510, -2.335], [-3.255, 1.158, 2.547], [-1.771, -2.744, 7.248], [1.458, -4.442, -1.530], [3.036, -0.443, 1.666], [-2.670, -2.651, 0.782], [-1.443, 1.695, -4.300], [1.651, -1.252, -3.314], [5.391, 3.190, 0.862], [0.775, -0.767, -5.223], [-6.971, 2.862, 3.305], [1.654, 0.928, -3.607], [7.179, 2.368, -0.635], [3.011, 2.824, 0.266], [1.185, -0.253, 3.321], [-1.124, -1.882, 4.148], [0.221, -4.943, 1.889], [-1.471, 2.973, 2.625], [-2.771, 4.106, 5.411], [-6.730, 2.225, 2.446], [3.858, -2.538, 2.992], [0.336, -3.221, 2.353], [-4.000, -0.470, -4.842], [1.624, 2.135, -6.802], [0.160, -5.260, -0.632], [-3.489, -1.572, -4.170], [-3.706, -0.696, 3.119], [3.361, -1.166, -1.833], [2.500, 0.215, 0.984], [-1.741, -1.630, 0.650], [-4.037, -0.211, 5.030], [4.425, -2.468, -2.397], [1.447, 6.449, -2.743], [1.684, 4.363, -2.308], [-2.174, 4.328, -1.841], [0.094, -2.202, 4.163], [-3.651, 1.565, -5.416], [4.472, 1.338, -2.397], [-1.091, -2.634, 6.401], [-1.509, -0.317, -3.572], [3.303, -2.898, -0.679], [-4.365, 3.175, 1.871], [-3.397, -2.428, -1.150], [1.039, 3.191, -1.955], [-1.262, -1.079, 1.810], [-3.167, 0.282, 5.461], [1.493, 1.503, 3.027], [6.583, 1.210, -2.740], [3.805, 2.463, -0.382], [5.012, -3.517, 0.413], [-3.178, -3.201, -0.415], [-0.358, 3.187, -1.767], [-1.100, 4.355, -1.977], [1.030, -0.462, -3.765], [-2.141, 2.461, 5.146], [-4.963, -0.527, -5.336], [4.490, -4.611, -0.879], [-7.554, 1.534, 2.263]], "lowdin_charge": [-0.248, -0.500, 0.078, 0.065, -0.026, 0.320, -0.267, 0.092, -0.004, 0.085, 0.042, 0.074, -0.111, -0.138, -0.075, 0.084, 0.079, 0.078, -0.102, -0.134, 0.104, 0.068, 0.084, 0.008, 0.079, 0.031, -0.045, 0.078, 0.065, -0.148, -0.329, 0.003, -0.117, -0.105, 1.081, 0.089, -0.408, 0.063, 0.087, -0.172, -0.327, -0.183, -0.262, -0.149, -0.099, -0.081, -0.112, -0.081, 0.105, 0.087, -0.171, 0.104, -0.099, -0.431, 1.380, -0.168, -0.233, 0.594, -0.044, 0.073, 0.071, -0.093, -0.265, 0.074, 0.073, -0.124, -0.136, 0.118, 0.104, 0.093, -0.094, 0.088, -0.351, 0.087, 0.112, -0.004, -0.534, 0.088, -0.501, 0.090, -0.088, 0.079, 0.048, -0.130, 0.049, 0.081, -0.105, 1.286, 0.048, 0.051, -0.529, -0.315, 0.086, 0.093, -0.079, 0.122, -0.090, 0.089, -0.097, -0.132, -0.230, -0.290, 0.086, 0.079, -0.251, -0.401, 0.007, 0.021, 0.093, -0.109, 0.077, -0.082, -0.193, -0.001, -0.314, 0.091, 0.080, 0.076, 0.086], "homo_lumo_gap_ha": [0.1473, 0.1405], "homo_ev": [-0.41, -0.22], "total_energy_ha": -8901.1271, "total_charge": -2}

***

(4)
{"formula": "C38H45F3NO5PS", "method": "ωB97M-V with the def2-TZVPD basis set", "symbols": ["H", "C", "H", "H", "H", "O", "H", "H", "H", "O", "C", "C", "H", "C", "C", "H", "C", "H", "N", "C", "C", "H", "H", "O", "H", "C", "H", "C", "C", "C", "C", "H", "O", "C", "H", "H", "C", "C", "O", "F", "C", "C", "C", "C", "C", "H", "H", "H", "C", "C", "H", "H", "C", "S", "H", "C", "H", "F", "H", "H", "H", "H", "H", "H", "H", "C", "H", "C", "H", "H", "H", "C", "H", "C", "C", "H", "F", "H", "H", "C", "C", "C", "C", "H", "C", "C", "H", "C", "P", "H", "C", "H", "H", "H"], "positions_angstrom": [[-0.484, 2.672, 1.573], [-1.723, 5.491, -0.791], [-0.316, 3.766, 2.948], [1.061, 2.530, 4.193], [1.465, 0.529, -2.095], [2.916, -0.566, 1.123], [3.176, 1.600, -4.069], [0.228, -4.762, 0.035], [4.767, 1.691, -0.646], [1.268, -0.919, -4.081], [-2.762, 6.912, 1.360], [0.835, -3.206, 1.373], [-3.725, 4.792, -1.099], [5.537, 1.463, 2.448], [4.010, 0.147, 0.639], [0.487, -1.237, 3.279], [-5.769, -1.436, -1.743], [-6.485, 0.550, -4.391], [3.643, 0.453, -1.870], [2.303, -0.886, -3.468], [-4.493, -4.351, 0.402], [3.221, -1.396, -3.854], [7.011, -0.288, 0.232], [1.909, 3.060, -1.751], [0.613, -0.767, 0.198], [3.246, -4.492, 1.676], [-7.969, -1.358, -4.916], [-2.843, -3.067, -0.754], [-4.528, -5.247, -0.658], [0.545, -0.028, 1.018], [1.533, -1.252, 2.945], [2.471, -5.983, 0.256], [3.407, 3.734, 0.412], [-3.596, 6.122, 0.580], [3.814, -2.934, 3.016], [-0.125, -2.679, 1.245], [6.274, -0.546, -0.551], [1.779, -2.597, 2.213], [-0.326, 1.113, 3.746], [-2.021, -2.002, -0.800], [-3.716, -5.047, -1.766], [1.046, -4.402, 0.671], [-3.076, 5.410, -0.493], [2.324, -0.166, -2.078], [0.741, 1.947, 3.296], [-4.652, 6.062, 0.809], [2.724, 1.971, 2.449], [-0.739, 7.589, 1.674], [-6.597, -2.497, -2.054], [-5.726, -0.338, -2.591], [-5.130, -4.505, 1.264], [1.081, 3.617, 1.884], [3.797, 1.146, -0.577], [4.214, 1.388, -3.203], [-2.236, -3.769, -2.677], [2.280, -5.054, 0.811], [0.011, 0.625, 4.509], [0.412, 6.350, -0.286], [-5.166, -1.472, -0.846], [4.323, -1.653, -0.685], [0.311, 0.971, 0.624], [-0.344, -0.339, 1.602], [3.055, 4.585, 0.107], [5.137, -1.661, 0.877], [-3.740, -5.749, -2.590], [3.003, -3.291, 2.367], [-1.301, 4.950, -1.628], [-2.871, -3.946, -1.818], [6.234, 0.273, -1.288], [2.517, 0.831, 3.762], [6.100, 2.176, 3.033], [-1.406, 6.986, 1.072], [2.611, 3.450, -2.307], [4.909, -1.019, -0.003], [2.031, 1.194, 2.826], [6.720, -1.412, -1.090], [-6.640, -3.568, -1.238], [-5.074, 0.495, -2.361], [-5.189, -6.103, -0.621], [-6.517, -0.310, -3.732], [-0.905, 6.276, -0.002], [-3.642, -3.258, 0.358], [1.850, -0.054, 1.911], [2.245, -1.254, 3.791], [-7.349, -1.381, -4.029], [4.982, 0.725, 1.667], [2.228, -0.987, -1.338], [0.245, 3.044, 2.310], [2.510, 2.493, -0.303], [-3.167, 7.469, 2.195], [-7.386, -2.485, -3.189], [-3.594, -2.553, 1.180], [-8.022, -3.333, -3.409], [4.191, -5.042, 1.781]], "lowdin_charge": [0.075, -0.017, 0.081, 0.138, 0.114, -0.070, -0.094, 0.100, 0.098, 0.047, -0.083, -0.056, 0.105, 0.145, -0.419, 0.111, -0.011, 0.100, -0.514, -0.271, -0.091, 0.127, 0.077, -0.307, 0.070, -0.091, 0.104, -0.311, -0.108, -0.028, -0.058, 0.099, -0.278, -0.097, 0.113, 0.099, -0.092, -0.202, -0.046, 0.054, -0.077, -0.079, -0.081, -0.200, -0.401, 0.101, 0.088, 0.116, -0.272, -0.074, 0.110, 0.048, -0.406, 0.813, 0.120, -0.097, 0.093, 0.047, 0.104, 0.112, 0.038, 0.083, 0.049, 0.117, 0.106, -0.052, 0.117, -0.015, 0.052, 0.116, 0.046, -0.022, 0.029, -0.160, -0.091, 0.083, 0.057, 0.106, 0.105, -0.099, -0.290, -0.040, -0.403, 0.117, -0.086, -0.053, 0.122, -0.064, 0.929, 0.105, -0.017, 0.121, 0.116, 0.100], "homo_lumo_gap_ha": 0.3001, "smiles": "C#C[C@@](CC)(O[C@@](C)(Cc1ccccc1)C[C@@H](C)O)[C@@H](N(S)CC=O)P(O)O.Fc1ccccc1.Fc1ccccc1.Fc1ccccc1", "homo_ev": -7.81, "total_energy_ha": -2944.9231}